Density functional theory data (ωB97M-V/def2-TZVPD) for a molecular structure, C30H47AsN4PdS3.

As for the charge: +2. The HOMO-LUMO gap is 6.1402 eV. As for the highest occupied orbital energy: -13.25 eV.

Last column: Löwdin charge in e.
CARTESIAN COORDINATES (ANGSTROEM)
Pd: -0.4240 -0.0898 -0.3584  0.6009
C: -3.2707 -1.0106 -2.5116  -0.5045
C: -2.8504 0.3092 -3.1434  -0.4522
S: -1.2936 1.0020 -2.5047  0.8765
C: -1.7669 2.7062 -2.1084  -0.4873
C: -2.8429 2.8962 -1.0484  -0.4514
S: -2.5171 1.9992 0.4961  0.8498
C: -4.1029 1.1646 0.7800  -0.4776
C: -4.5995 0.2293 -0.3171  -0.4999
S: -3.4051 -1.0709 -0.7055  0.8696
H: -2.5327 -1.7843 -2.7298  0.0640
H: -4.2143 -1.3296 -2.9552  0.0934
H: -3.6131 1.0743 -3.0073  0.0710
H: -2.7193 0.1748 -4.2168  0.0919
H: -2.0714 3.1849 -3.0400  0.0993
H: -0.8291 3.1736 -1.8061  0.0688
H: -3.8148 2.5747 -1.4178  0.0716
H: -2.9233 3.9610 -0.8292  0.0987
H: -4.8540 1.9275 0.9867  0.0982
H: -3.9419 0.6140 1.7085  0.0793
H: -4.8491 0.7730 -1.2276  0.0691
H: -5.5230 -0.2366 0.0268  0.0896
C: 1.4852 -2.8302 -4.8548  -0.1467
C: 1.8902 -1.5509 -4.1540  -0.1645
N: 0.9669 -1.3373 -3.0502  0.0579
C: 0.5276 -2.3370 -2.2412  -0.3640
N: -0.1741 -2.0237 -1.1692  -0.0407
C: -0.6836 -3.1147 -0.3307  -0.2294
C: 0.2860 -4.2803 -0.3178  -0.1436
C: 0.4860 -4.7417 -1.7420  -0.1301
N: 0.8010 -3.6052 -2.6076  -0.0179
C: 1.5005 -3.9588 -3.8474  -0.1325
H: 2.1733 -3.0612 -5.6665  0.1289
H: 0.4874 -2.7108 -5.2818  0.1261
H: 1.8211 -0.6940 -4.8218  0.1290
H: 2.9249 -1.6245 -3.8001  0.1250
H: 0.8590 -0.4078 -2.6837  0.0406
H: -1.6590 -3.4507 -0.6964  0.1044
H: -0.8412 -2.7278 0.6746  0.0879
H: -0.1081 -5.1002 0.2823  0.1305
H: 1.2397 -3.9631 0.1130  0.1087
H: -0.4103 -5.2463 -2.1142  0.1371
H: 1.3153 -5.4469 -1.8153  0.1336
H: 1.0116 -4.8438 -4.2574  0.1342
H: 2.5303 -4.2369 -3.6029  0.1356
C: 0.8698 -2.6151 3.1301  -0.0252
C: 1.9145 -2.2281 2.1231  -0.2126
C: 3.0776 -2.9794 2.0534  -0.0342
C: 4.0661 -2.6739 1.1341  -0.0254
C: 3.9157 -1.5843 0.2800  -0.0313
C: 2.7748 -0.8073 0.2953  -0.2143
C: 2.7696 0.4160 -0.5825  -0.0554
C: 1.7274 -1.1556 1.2022  -0.3431
N: 0.4825 -0.5735 1.2484  -0.2273
H: 1.3431 -2.8530 4.0824  0.0955
H: 0.3433 -3.5152 2.8032  0.0900
H: 0.1271 -1.8383 3.2800  0.0540
H: 3.2099 -3.8091 2.7365  0.1283
H: 4.9703 -3.2665 1.0925  0.1205
H: 4.7189 -1.3256 -0.3997  0.1254
H: 3.6019 1.0668 -0.3067  0.0977
H: 1.8454 0.9939 -0.5354  0.0205
H: 2.9226 0.1401 -1.6267  0.0788
C: 1.9807 1.3942 2.7244  -0.1751
As: 0.2972 1.3890 1.7859  1.2002
C: -1.0163 1.2527 3.1791  -0.2065
C: 0.2426 3.2303 1.0405  -0.2712
C: 0.1633 4.2010 2.1741  -0.3169
C: 1.3185 4.7692 2.7079  -0.0537
C: 1.2330 5.6724 3.7559  -0.0508
C: -0.0072 6.0137 4.2785  -0.0506
C: -1.1638 5.4596 3.7447  -0.0518
C: -1.0797 4.5568 2.6974  -0.0602
H: 1.9842 2.2473 3.4011  0.0448
H: 2.8023 1.4853 2.0167  0.0480
H: 2.0810 0.4722 3.2901  0.0546
H: -0.7808 1.9847 3.9488  0.0579
H: -0.9563 0.2446 3.5811  0.0408
H: -2.0115 1.4417 2.7861  -0.0179
H: -0.6252 3.2833 0.3903  -0.0095
H: 1.1540 3.3297 0.4506  0.0920
H: 2.2865 4.5222 2.2863  0.1192
H: 2.1329 6.1182 4.1571  0.1166
H: -0.0727 6.7214 5.0936  0.1167
H: -2.1309 5.7394 4.1398  0.1153
H: -1.9828 4.1299 2.2736  0.0877

***

Density functional theory data (ωB97M-V/def2-TZVPD) for a gas-phase ion, C6H7O (charge +1).

The multiplicity is 3. As for the charge: +1. The HOMO-LUMO gap (spin up / spin down) is 9.2352 / 6.4480 eV. As for the highest occupied orbital energy (spin up / spin down): -12.90 / -15.25 eV. Its expectation value of S² is 2.015.

Last column: Löwdin charge in e.
CARTESIAN COORDINATES (ANGSTROEM)
C: -1.3565 0.8251 -0.5843  0.1009
C: -1.0822 1.6732 0.4640  -0.0741
C: -0.3245 -0.1973 -0.4478  -0.1572
C: 0.3894 0.1484 0.8062  -0.0878
C: 1.5308 -0.3265 1.4749  0.2364
C: 0.0560 -1.2832 -1.3086  -0.0179
O: -0.2043 1.3208 1.3191  0.1267
H: -1.8997 0.7757 -1.4887  0.1267
H: -1.4435 2.6299 0.7423  0.1548
H: 1.7182 0.3121 2.3406  0.1077
H: 2.0472 -1.3008 1.2953  0.1235
H: -0.7680 -1.4611 -2.1105  0.1485
H: 0.4011 -2.0870 -0.6349  0.1096
H: 0.9362 -1.0294 -1.8676  0.1021

***

Density functional theory data (ωB97M-V/def2-TZVPD) for a single C19H18Cl2N4 molecule.

The HOMO-LUMO gap is 8.1609 eV. As for the highest occupied orbital energy: -7.65 eV. Its SMILES is Cc1ccc(NCc2ccc(Cl)nc2)c(NCc2ccc(Cl)nc2)c1.

Last column: Löwdin charge in e.
CARTESIAN COORDINATES (ANGSTROEM)
C: 3.4321 3.4582 -1.7619  -0.0593
C: 2.4291 2.7370 -0.9121  -0.2922
C: 1.0933 3.1102 -0.8974  -0.0481
C: 0.1664 2.4377 -0.1244  -0.0323
C: 0.5424 1.3520 0.6683  -0.2246
N: -0.3133 0.6870 1.5062  0.0416
C: -1.7379 0.8415 1.5603  -0.1444
C: -2.5161 0.0939 0.4994  -0.1783
C: -2.0661 -0.0240 -0.8134  -0.0256
C: -2.8469 -0.6759 -1.7500  -0.0972
C: -4.0666 -1.1857 -1.3234  -0.8097
Cl: -5.1000 -1.9904 -2.4355  0.6729
N: -4.5064 -1.0948 -0.0864  0.0517
C: -3.7472 -0.4773 0.7996  -0.1057
C: 1.8944 0.9652 0.6504  -0.2115
N: 2.3034 -0.1355 1.4769  -0.0011
C: 2.4826 -1.3905 0.7419  -0.1659
C: 1.1545 -2.0271 0.4438  -0.2071
C: 0.3816 -2.5754 1.4673  -0.0303
C: -0.8265 -3.1751 1.1700  -0.0751
C: -1.2105 -3.2091 -0.1665  -0.7381
Cl: -2.6769 -3.9838 -0.6156  0.7364
N: -0.5084 -2.6765 -1.1429  0.0658
C: 0.6409 -2.0951 -0.8433  -0.0913
C: 2.8068 1.6551 -0.1271  0.0045
H: 4.4095 3.4681 -1.2840  0.0743
H: 3.1189 4.4838 -1.9419  0.0741
H: 3.5357 2.9627 -2.7285  0.0805
H: 0.7674 3.9467 -1.4988  0.1117
H: -0.8617 2.7656 -0.1382  0.1049
H: 0.0843 -0.1357 1.9305  0.1005
H: -2.0776 0.5082 2.5458  0.1254
H: -1.9797 1.9084 1.4781  0.1234
H: -1.1113 0.3876 -1.1026  0.1057
H: -2.5242 -0.7942 -2.7705  0.1089
H: -4.1549 -0.4342 1.8015  0.1158
H: 3.1840 0.1059 1.9223  0.1189
H: 3.0348 -1.2459 -0.2003  0.1195
H: 3.0596 -2.0665 1.3803  0.1260
H: 0.7374 -2.5382 2.4873  0.1244
H: -1.4492 -3.6152 1.9312  0.1062
H: 1.1772 -1.6742 -1.6835  0.1229
H: 3.8448 1.3456 -0.1125  0.1218

***

Density functional theory data (ωB97M-V/def2-TZVPD) for a molecular structure, C42H63N3OP2S3Ti.

As for the charge: +2. The HOMO-LUMO gap is 7.0588 eV. As for the highest occupied orbital energy: -12.55 eV.

Last column: Löwdin charge in e.
CARTESIAN COORDINATES (ANGSTROEM)
Ti: 0.1006 -0.2752 0.9106  0.8307
C: -2.7598 3.3557 0.6703  -0.5065
C: -1.7432 3.9587 1.6321  -0.4914
S: -0.7310 2.7192 2.4765  0.8848
C: 0.9116 3.3713 2.1447  -0.5027
C: 1.3933 3.3383 0.7007  -0.4292
S: 1.2427 1.8049 -0.2754  0.9235
C: 0.3519 2.4228 -1.7135  -0.5029
C: -0.9655 3.1425 -1.4639  -0.4835
S: -2.1455 2.1533 -0.5268  0.8755
H: -3.5281 2.8198 1.2316  0.0689
H: -3.2776 4.1607 0.1458  0.0938
H: -1.0756 4.6440 1.1103  0.0707
H: -2.2746 4.5528 2.3757  0.0876
H: 0.9519 4.4108 2.4791  0.1009
H: 1.5860 2.8274 2.7992  0.0483
H: 0.8742 4.0987 0.1189  0.0693
H: 2.4486 3.6126 0.6853  0.0733
H: 1.0250 3.0685 -2.2789  0.0996
H: 0.1922 1.5324 -2.3150  0.0068
H: -0.8098 4.0913 -0.9523  0.0690
H: -1.4016 3.3815 -2.4334  0.0761
C: -3.1245 -0.1811 3.7923  -0.0960
C: -2.7007 -1.4470 3.0405  -0.5309
C: -1.5444 -2.1361 3.7560  -0.0914
P: -2.3073 -0.9837 1.3080  1.0685
C: -3.9105 -0.4675 0.5415  -0.5174
C: -5.0968 -1.2264 1.1504  -0.0886
C: -3.8958 -0.7175 -0.9651  -0.1424
C: -1.7613 -2.4481 0.3942  -0.3397
C: -2.2526 -3.7128 0.7353  -0.0742
C: -1.7718 -4.8551 0.1299  -0.0440
C: -0.7560 -4.7410 -0.8110  -0.0324
C: -0.2348 -3.5070 -1.1433  -0.0221
C: -0.7333 -2.3352 -0.5647  -0.3202
N: -0.1059 -1.0667 -0.8262  -0.0917
C: 0.7598 -1.0329 -1.9893  -0.3197
C: 2.0985 -1.3476 -1.7593  -0.0539
C: 3.0101 -1.4556 -2.7947  -0.0558
C: 2.5844 -1.2519 -4.0947  -0.0476
C: 1.2623 -0.9086 -4.3271  -0.0830
C: 0.3141 -0.7784 -3.3054  -0.2864
P: -1.3420 -0.0430 -3.7039  1.1072
C: -0.9829 0.9786 -5.2180  -0.5718
C: -2.3130 1.6111 -5.6426  -0.1156
C: 0.0743 2.0667 -5.0432  -0.1081
C: -2.3242 -1.4275 -4.4950  -0.5400
C: -2.4892 -2.6009 -3.5376  -0.1139
C: -1.8312 -1.9443 -5.8439  -0.1024
H: -3.4105 -0.4466 4.8109  0.0958
H: -2.2974 0.5298 3.8530  0.0498
H: -3.9739 0.3256 3.3335  0.0709
H: -3.5452 -2.1378 2.9925  0.1021
H: -0.6586 -1.4975 3.7899  0.0521
H: -1.8347 -2.3460 4.7868  0.0971
H: -1.2611 -3.0774 3.2873  0.0744
H: -4.0192 0.5968 0.7551  0.0702
H: -4.9693 -2.3055 1.0384  0.0835
H: -5.2824 -1.0013 2.1987  0.0697
H: -5.9935 -0.9535 0.5917  0.0977
H: -4.0234 -1.7848 -1.1554  0.0749
H: -4.7393 -0.1933 -1.4179  0.1027
H: -2.9916 -0.3789 -1.4616  -0.0085
H: -3.0288 -3.7984 1.4862  0.1103
H: -2.1769 -5.8237 0.3891  0.1182
H: -0.3602 -5.6301 -1.2851  0.1224
H: 0.5675 -3.4486 -1.8638  0.1221
H: 2.4163 -1.5474 -0.7457  0.0836
H: 4.0380 -1.7235 -2.5862  0.1069
H: 3.2737 -1.3448 -4.9236  0.1171
H: 0.9614 -0.7096 -5.3470  0.1013
H: -0.6539 0.3235 -6.0251  0.0791
H: -2.6955 2.2667 -4.8554  0.0742
H: -2.1720 2.2129 -6.5422  0.0896
H: -3.0821 0.8692 -5.8615  0.0671
H: -0.2935 2.8748 -4.4087  0.0612
H: 1.0104 1.6941 -4.6272  0.0640
H: 0.3046 2.5087 -6.0142  0.0925
H: -3.3113 -0.9752 -4.6330  0.0998
H: -1.5448 -3.1350 -3.4290  0.0697
H: -2.8236 -2.2934 -2.5467  0.0295
H: -3.2210 -3.3063 -3.9355  0.0930
H: -0.8191 -2.3494 -5.7662  0.0780
H: -2.4782 -2.7592 -6.1738  0.0879
H: -1.8425 -1.1904 -6.6298  0.0686
C: 1.0306 -1.9992 1.6824  -0.1250
H: 1.3788 -1.8470 2.7021  0.0208
H: 1.8929 -2.1980 1.0401  0.0142
H: 0.3937 -2.8792 1.6465  0.0245
C: 5.2008 0.4185 4.8145  0.0509
N: 3.7726 0.5550 4.5341  -0.0250
N: 3.2764 0.5312 3.2539  0.0780
C: 1.9266 0.4729 3.3216  -0.4071
O: 1.2195 0.5345 2.2514  -0.2948
C: 1.5650 0.4078 4.6680  0.0886
C: 2.7467 0.4500 5.3914  -0.2204
C: 2.9701 0.3603 6.8589  0.0156
C: 4.0616 0.8601 2.1008  -0.2124
C: 4.5219 2.1600 1.9424  -0.0201
C: 5.2768 2.4691 0.8212  -0.0498
C: 5.5529 1.4857 -0.1219  -0.0432
C: 5.0900 0.1897 0.0557  -0.0480
C: 4.3412 -0.1341 1.1784  -0.0039
H: 5.7131 0.1651 3.8920  0.1000
H: 5.3485 -0.3809 5.5360  0.1049
H: 5.6019 1.3527 5.2021  0.1090
H: 0.5661 0.3560 5.0648  0.1284
H: 2.0232 0.4531 7.3841  0.0965
H: 3.6387 1.1474 7.2078  0.0999
H: 3.4132 -0.6023 7.1221  0.1025
H: 4.3001 2.9089 2.6942  0.1310
H: 5.6544 3.4740 0.6860  0.1197
H: 6.1459 1.7295 -0.9934  0.1193
H: 5.3285 -0.5743 -0.6731  0.1096
H: 3.9890 -1.1436 1.3525  0.1195

***

Density functional theory data (ωB97M-V/def2-TZVPD) for a molecular structure, C18H11AlN6O2S3.

The HOMO-LUMO gap is 7.8094 eV. As for the highest occupied orbital energy: -8.73 eV.

Last column: Löwdin charge in e.
CARTESIAN COORDINATES (ANGSTROEM)
Al: 0.2385 1.6188 -0.7868  -0.0158
S: -1.5071 1.8021 -2.1549  0.7654
C: -0.8489 0.7751 -3.4261  -0.6318
C: -1.7107 0.3915 -4.4453  -0.0536
C: -1.3020 -0.4763 -5.4517  -0.1825
C: -2.2078 -0.8755 -6.4591  -0.1833
N: -2.9485 -1.2068 -7.2689  0.1816
C: 0.0143 -0.9731 -5.4356  -0.1811
C: 0.8819 -0.5679 -4.4303  -0.0498
C: 0.4799 0.3062 -3.4271  -0.6163
S: 1.6845 0.7354 -2.2057  0.8127
C: 0.4683 -1.8844 -6.4159  -0.1812
N: 0.8541 -2.6294 -7.1962  0.1835
H: -2.7216 0.7695 -4.4436  0.1171
H: 1.8922 -0.9459 -4.4129  0.1196
N: -0.4902 -3.6073 4.1122  0.1145
C: 0.1872 -2.5885 3.5105  -0.3184
C: 0.7700 -1.5705 4.2773  -0.0203
C: 1.5095 -0.5773 3.6715  -0.0655
C: 1.6800 -0.5916 2.3008  -0.3050
C: 1.0801 -1.5639 1.5194  -0.0584
C: 0.3381 -2.5593 2.1169  -0.0170
S: 2.5440 0.7248 1.4921  0.6478
O: 3.2687 0.2420 0.3610  -0.3135
O: 3.2102 1.5848 2.4136  -0.2609
N: 1.2081 1.5234 0.8202  -0.1001
C: 0.2821 2.1132 1.5659  -0.4441
N: 0.3240 2.2620 2.8821  0.1701
C: -0.7190 2.8435 3.4400  -0.0821
C: -1.8419 3.2575 2.7259  -0.0301
C: -1.8083 3.0752 1.3558  -0.0702
N: -0.7514 2.5234 0.7722  0.0689
H: -0.7318 -3.5284 5.0840  0.0982
H: -1.0435 -4.2329 3.5537  0.0991
H: 0.6355 -1.5725 5.3482  0.1107
H: 1.9646 0.2177 4.2371  0.1127
H: 1.2156 -1.5347 0.4479  0.1132
H: -0.1306 -3.3261 1.5186  0.1130
H: -0.6498 2.9866 4.5097  0.1204
H: -2.6989 3.6872 3.2167  0.1046
H: -2.6196 3.3724 0.7068  0.1281

***

Density functional theory data (ωB97M-V/def2-TZVPD) for a gas-phase ion, CH4IN2 (charge +1).

As for the charge: +1. The HOMO-LUMO gap is 8.2099 eV. As for the highest occupied orbital energy: -13.49 eV. Its SMILES is N/C=[NH+]/I.

Last column: Löwdin charge in e.
CARTESIAN COORDINATES (ANGSTROEM)
N: -0.6154 -0.0993 0.2631  0.2120
C: 0.6000 -0.4719 0.1644  -0.0528
N: 1.7301 0.6519 -0.2148  -0.5571
I: 3.6149 0.0026 -0.0552  0.9383
H: -1.3006 -0.7420 0.6854  0.1749
H: -0.9919 0.7089 -0.1353  0.1331
H: 1.2962 -1.1780 0.5958  0.0731
H: 1.5470 1.4719 -0.8669  0.0784

***

Electronic energy
In order: -4948.06197, -307.62948, -1874.25367, -4604.01984, -2608.68747, -447.36031
Unit: hartree